{"formula": "C20H19N3O3S", "method": "ωB97M-V/def2-TZVPD", "elements": ["O", "C", "C", "C", "C", "C", "N", "C", "N", "C", "C", "N", "S", "O", "O", "C", "C", "C", "C", "C", "C", "C", "C", "C", "C", "C", "C", "H", "H", "H", "H", "H", "H", "H", "H", "H", "H", "H", "H", "H", "H", "H", "H", "H", "H", "H"], "coordinates": [[0.84327, 2.87560, 2.90034], [1.51821, 2.05859, 2.30283], [2.21353, 0.95242, 3.03397], [3.28339, 1.22410, 3.87998], [3.84830, 0.18422, 4.59948], [3.31378, -1.08700, 4.45012], [2.28255, -1.35092, 3.66588], [1.74362, -0.35880, 2.98425], [1.70133, 2.10330, 0.96226], [2.43089, 1.14454, 0.16841], [1.45500, 0.39040, -0.74151], [0.72709, 1.35033, -1.53325], [-0.05820, 0.73968, -2.88014], [-0.61212, 1.85975, -3.57782], [0.88072, -0.11141, -3.54711], [-1.37836, -0.25277, -2.19197], [-2.60984, 0.35645, -1.92365], [-3.60052, -0.36906, -1.32276], [-3.39092, -1.71991, -0.96574], [-4.39382, -2.49156, -0.34204], [-4.16593, -3.79878, -0.01318], [-2.92615, -4.39670, -0.29085], [-1.93221, -3.67805, -0.89400], [-2.13631, -2.32753, -1.24688], [-1.13254, -1.55452, -1.86885], [-0.01502, 2.30434, -0.74293], [0.96071, 3.05748, 0.16306], [3.65918, 2.23298, 3.96648], [4.68124, 0.35707, 5.26263], [3.72156, -1.93491, 4.98399], [0.89085, -0.62119, 2.37041], [2.96935, 0.44797, 0.81101], [3.14780, 1.68641, -0.45811], [1.99041, -0.25829, -1.43454], [0.77231, -0.21749, -0.12439], [-2.74729, 1.38380, -2.22094], [-4.55981, 0.08069, -1.11279], [-5.34674, -2.02899, -0.13005], [-4.93937, -4.38259, 0.46320], [-2.76562, -5.43034, -0.02334], [-0.97613, -4.13062, -1.11184], [-0.17584, -1.99134, -2.11127], [-0.50607, 2.98452, -1.43821], [-0.77435, 1.80169, -0.12191], [0.42656, 3.72272, 0.84320], [1.66127, 3.63196, -0.44978]], "forces_ev_per_a": [[-0.075, 0.091, 0.209], [0.094, -0.003, 0.068], [0.027, -0.224, 0.390], [-0.143, -0.090, -0.132], [-0.064, 0.028, -0.091], [0.232, 0.109, 0.172], [-0.187, -0.519, 0.001], [0.002, 0.451, -0.159], [-0.010, 0.090, -0.169], [0.001, -0.370, -0.251], [0.501, -0.374, 0.183], [-0.315, -0.242, -0.968], [0.308, 0.085, 0.201], [-0.288, -0.008, 0.257], [-0.086, -0.231, 0.251], [0.666, 0.174, -0.307], [-0.423, 0.120, 0.105], [0.176, 0.180, -0.095], [0.285, -0.149, -0.071], [-0.068, -0.184, 0.080], [-0.195, 0.238, 0.000], [0.300, -0.022, -0.104], [-0.074, -0.178, 0.070], [-0.279, 0.224, 0.060], [0.099, 0.002, -0.080], [-0.229, 0.525, 0.200], [-0.367, 0.117, -0.030], [0.025, 0.092, 0.029], [0.075, -0.007, 0.057], [0.105, -0.005, 0.089], [-0.097, 0.073, -0.111], [-0.033, 0.093, -0.139], [0.015, -0.086, 0.043], [0.076, -0.061, 0.181], [0.065, 0.027, -0.012], [-0.138, 0.117, 0.001], [-0.084, 0.066, 0.001], [-0.100, 0.031, 0.028], [-0.080, -0.017, 0.038], [0.049, -0.077, 0.009], [0.095, -0.073, -0.013], [0.108, -0.121, -0.015], [-0.044, 0.091, 0.176], [0.045, 0.065, -0.014], [0.074, -0.059, -0.156], [-0.041, 0.007, 0.018]], "mulliken_charge": [-0.6490, 0.6089, 0.2380, -0.3695, -0.4441, -0.2852, -0.6396, -0.1076, 0.1277, -1.1988, -0.2238, -0.0090, 1.2622, -0.7293, -0.7303, 0.0069, -0.6015, -0.9377, 0.8826, -0.7728, -0.5284, -0.5183, -0.7929, 0.6681, -0.4570, -0.4145, -1.2171, 0.4466, 0.3975, 0.3723, 0.4745, 0.5010, 0.3468, 0.4864, 0.1745, 0.5031, 0.4073, 0.3942, 0.3929, 0.3925, 0.4136, 0.5322, 0.4691, 0.3213, 0.4655, 0.3409], "smiles": "O=C(c1cccnc1)N1CCN(S(=O)(=O)c2ccc3ccccc3c2)CC1", "homo_energy_ev": -8.85, "charge": 0, "multiplicity": 1}


{"formula": "C53H45NO31", "method": "ωB97M-V/def2-TZVPD", "elements": ["C", "C", "C", "C", "C", "C", "C", "C", "C", "N", "C", "O", "O", "C", "O", "H", "H", "H", "H", "H", "H", "H", "H", "H", "H", "H", "H", "H", "H", "H", "H", "H", "O", "C", "C", "C", "O", "C", "O", "C", "C", "O", "H", "H", "H", "H", "O", "C", "C", "C", "O", "C", "O", "C", "C", "O", "H", "H", "H", "H", "O", "C", "C", "C", "O", "C", "O", "C", "C", "O", "H", "H", "H", "H", "O", "C", "C", "C", "O", "C", "O", "C", "C", "O", "H", "H", "H", "H", "O", "C", "C", "C", "O", "C", "O", "C", "C", "O", "H", "H", "H", "H", "O", "C", "C", "C", "O", "C", "O", "C", "C", "O", "H", "H", "H", "H", "O", "C", "C", "C", "O", "C", "O", "C", "C", "O", "H", "H", "H", "H"], "coordinates": [[2.77110, -2.31568, 4.81966], [2.97622, -2.21878, 3.29756], [1.74309, -1.51976, 2.69292], [1.86562, 0.02766, 2.74620], [0.55667, 0.68744, 3.19641], [-0.65706, 0.46670, 2.22629], [-1.79589, -0.00236, 3.05181], [-2.25185, -1.23759, 3.23295], [-1.78676, -2.50929, 2.61230], [-2.02094, -3.68838, 3.45661], [-3.36662, -1.12553, 4.21898], [-4.04928, -1.97923, 4.65808], [-3.50758, 0.20903, 4.63455], [-2.62958, 0.92826, 3.87578], [-2.50390, 2.10655, 3.88570], [3.62185, -2.76437, 5.32948], [1.86320, -2.87966, 5.04175], [2.58544, -1.30960, 5.20967], [2.97655, -3.24163, 2.91153], [3.90879, -1.71454, 3.05016], [1.54224, -1.82605, 1.66510], [0.90292, -1.77053, 3.34379], [2.22943, 0.45026, 1.80539], [2.60371, 0.23122, 3.52892], [0.30457, 0.23732, 4.16308], [0.71423, 1.74959, 3.39453], [-0.88142, 1.43929, 1.79410], [-0.43875, -0.20938, 1.40950], [-0.75205, -2.44261, 2.28700], [-2.39398, -2.63882, 1.71013], [-1.79790, -3.48814, 4.42494], [-1.38693, -4.41160, 3.13920], [-0.49829, -4.12797, 0.28894], [-1.14825, -5.02364, -0.22716], [-2.32620, -5.61502, 0.38717], [-2.98161, -6.60199, -0.24018], [-4.06343, -7.17606, 0.27023], [-2.53076, -7.12764, -1.57307], [-3.15957, -8.03615, -2.08007], [-1.36300, -6.51737, -2.19291], [-0.71542, -5.53049, -1.56820], [0.35567, -4.93383, -2.09911], [-2.64375, -5.22919, 1.34856], [-4.33818, -7.85419, -0.37643], [-1.05408, -6.88672, -3.15839], [0.63558, -4.25848, -1.45200], [3.20925, 1.95775, 0.63329], [2.96662, 3.01467, 0.07707], [3.12605, 4.30149, 0.73170], [2.82138, 5.43058, 0.08009], [2.94518, 6.63315, 0.63261], [2.31133, 5.40672, -1.33026], [2.02909, 6.46258, -1.86753], [2.17555, 4.11875, -1.99330], [2.48219, 2.99158, -1.34028], [2.37291, 1.79055, -1.90457], [3.48897, 4.29945, 1.74974], [2.65754, 7.27198, -0.04717], [1.82226, 4.12102, -3.01553], [2.65323, 1.14852, -1.22544], [2.62967, 4.32533, -5.58055], [2.37980, 5.38401, -6.12918], [2.53897, 6.67291, -5.47543], [2.23390, 7.79997, -6.12978], [2.36188, 9.00428, -5.58101], [1.72077, 7.77675, -7.54032], [1.44508, 8.83435, -8.07287], [1.58249, 6.48543, -8.20249], [1.89155, 5.36032, -7.54707], [1.78687, 4.15498, -8.10281], [2.90611, 6.67207, -4.45830], [2.07322, 9.64068, -6.26270], [1.22778, 6.48178, -9.22339], [2.06841, 3.51944, -7.41768], [-2.27807, -0.20042, -0.01426], [-2.74376, -0.67498, -1.03431], [-2.88229, -2.10911, -1.24779], [-3.38588, -2.57340, -2.39660], [-3.53283, -3.87484, -2.63985], [-3.82020, -1.65197, -3.49603], [-4.25270, -2.14061, -4.52182], [-3.70565, -0.21726, -3.27475], [-3.20417, 0.24921, -2.12411], [-3.08990, 1.55397, -1.88291], [-2.56384, -2.76380, -0.45044], [-3.91323, -3.93755, -3.53758], [-4.03907, 0.43811, -4.06689], [-2.69765, 1.63671, -0.99127], [-0.91227, -2.05426, 6.29951], [-0.67256, -1.27829, 7.20894], [-1.13413, 0.09548, 7.20803], [-0.82583, 0.91181, 8.22366], [-1.22374, 2.17727, 8.27201], [0.00057, 0.43963, 9.38546], [0.26265, 1.23213, 10.26895], [0.44470, -0.94951, 9.39614], [0.13104, -1.76097, 8.37912], [0.50926, -3.03713, 8.33711], [-1.72219, 0.41586, 6.36103], [-0.86532, 2.53976, 9.10462], [1.02510, -1.28295, 10.24465], [0.15618, -3.39371, 7.50053], [-4.24745, 6.12584, -0.79710], [-3.26950, 5.78214, -0.16334], [-2.47710, 4.60229, -0.48877], [-1.42172, 4.27369, 0.26092], [-0.67677, 3.19742, -0.00997], [-1.01264, 5.09163, 1.45233], [-0.05130, 4.73987, 2.10918], [-1.79074, 6.28286, 1.76332], [-2.84765, 6.61299, 1.01102], [-3.58903, 7.69073, 1.25246], [-2.77710, 4.02002, -1.34964], [0.01969, 3.17885, 0.67501], [-1.47923, 6.87369, 2.61292], [-4.28543, 7.69610, 0.56859], [4.18785, -4.01836, -4.72734], [3.54183, -4.90634, -5.25020], [2.36035, -5.50274, -4.64226], [1.70960, -6.48758, -5.26987], [0.62343, -7.06497, -4.75238], [2.15935, -7.01244, -6.59981], [1.53014, -7.92221, -7.10539], [3.32762, -6.40119, -7.21992], [3.97900, -5.41310, -6.59380], [5.04979, -4.81919, -7.11498], [2.04207, -5.12341, -3.68381], [0.34770, -7.74533, -5.39688], [3.63456, -6.77548, -8.18622], [5.32655, -4.14714, -6.46344]], "forces_ev_per_a": [[0.055, 0.486, -0.347], [-1.084, -0.621, 0.246], [0.509, 0.999, 0.066], [-0.255, -0.412, 0.395], [0.199, -0.320, -0.187], [0.687, 0.794, 0.958], [-0.355, -0.209, -0.596], [-0.039, 0.370, 0.466], [-0.678, -0.363, 0.026], [0.204, 0.031, -0.146], [0.403, -0.453, -0.089], [-0.669, -0.278, 0.429], [-0.014, 0.010, -0.386], [1.112, -0.480, -0.641], [-0.439, 0.902, 0.421], [-0.022, 0.044, 0.091], [0.091, -0.192, -0.037], [0.223, -0.041, 0.206], [0.434, 0.038, -0.112], [0.026, -0.023, -0.114], [-0.086, -0.255, 0.092], [-0.166, -0.296, -0.272], [-0.038, -0.184, 0.269], [0.107, 0.315, -0.193], [0.015, 0.072, 0.035], [-0.110, 0.037, -0.141], [-0.302, -0.084, -0.134], [0.086, -0.220, 0.104], [0.004, 0.335, -0.044], [0.099, 0.015, -0.101], [0.009, -0.010, 0.006], [0.033, -0.068, 0.144], [0.205, -0.001, -0.196], [-0.388, -0.159, 0.370], [0.237, 0.245, 0.061], [-0.165, 0.164, 0.400], [0.124, -0.114, -0.309], [0.375, 0.116, -0.366], [-0.209, -0.014, 0.192], [-0.204, -0.218, -0.016], [0.130, -0.181, -0.424], [-0.106, 0.200, 0.386], [-0.048, -0.032, 0.003], [-0.042, -0.030, 0.018], [0.046, 0.024, 0.005], [-0.002, 0.003, 0.022], [-0.004, -0.093, -0.421], [0.201, 0.359, 0.453], [0.033, -0.172, 0.069], [0.141, 0.031, 0.432], [-0.125, -0.013, -0.332], [-0.153, -0.394, -0.457], [0.109, 0.210, 0.237], [-0.066, 0.240, -0.054], [-0.160, 0.023, -0.524], [0.095, -0.024, 0.394], [-0.031, 0.037, 0.008], [-0.002, 0.047, 0.024], [0.048, -0.058, -0.015], [0.004, -0.044, -0.028], [-0.106, -0.216, -0.234], [0.164, 0.407, 0.455], [0.065, -0.254, 0.069], [0.142, -0.001, 0.412], [-0.114, -0.013, -0.327], [-0.127, -0.343, -0.418], [0.076, 0.173, 0.201], [-0.022, 0.237, -0.007], [-0.147, -0.027, -0.440], [0.102, 0.013, 0.323], [-0.060, 0.054, 0.020], [-0.007, 0.042, 0.015], [-0.005, -0.022, 0.004], [-0.005, -0.041, -0.010], [-0.227, 0.262, -0.288], [0.025, -0.527, 0.138], [0.070, 0.177, 0.120], [0.126, -0.316, 0.342], [-0.090, 0.217, -0.238], [-0.068, 0.539, -0.167], [0.017, -0.277, 0.072], [-0.042, -0.176, -0.126], [-0.181, 0.285, -0.378], [0.175, -0.238, 0.398], [-0.002, 0.005, 0.001], [0.000, -0.036, -0.020], [0.011, 0.021, 0.015], [0.060, 0.019, -0.026], [0.177, -0.362, 0.038], [-0.292, 0.490, -0.212], [0.034, -0.148, -0.187], [-0.250, 0.158, -0.323], [0.211, -0.132, 0.265], [0.252, -0.463, 0.216], [-0.136, 0.216, -0.098], [-0.007, 0.221, 0.090], [0.246, -0.180, 0.339], [-0.174, 0.124, -0.267], [-0.055, 0.087, 0.073], [-0.008, 0.052, 0.003], [0.006, -0.018, -0.014], [0.014, -0.045, -0.003], [-0.057, 0.217, 0.118], [0.118, -0.398, -0.251], [-0.227, 0.101, -0.132], [-0.149, -0.186, -0.325], [0.183, 0.208, 0.343], [-0.132, 0.462, 0.370], [0.128, -0.357, -0.307], [0.160, -0.133, 0.003], [0.145, 0.257, 0.378], [-0.098, -0.186, -0.268], [-0.003, 0.030, -0.017], [-0.010, -0.041, 0.037], [-0.022, -0.005, 0.009], [-0.034, 0.033, 0.016], [0.183, 0.045, -0.200], [-0.386, -0.094, 0.330], [0.232, 0.183, 0.025], [-0.121, 0.206, 0.443], [0.100, -0.194, -0.397], [0.363, 0.054, -0.406], [-0.205, -0.027, 0.194], [-0.171, -0.154, 0.000], [0.137, -0.157, -0.419], [-0.106, 0.105, 0.305], [-0.037, -0.035, 0.002], [0.016, -0.019, -0.012], [0.021, 0.010, 0.005], [0.041, 0.018, -0.008]], "mulliken_charge": [-1.0405, -0.8699, 0.4748, -0.6694, -0.6231, 1.1511, 0.0384, 0.8397, 0.2851, -0.6388, 0.1539, -0.5223, -0.4307, -0.0732, -0.5557, 0.4909, 0.1729, 0.2302, 0.3584, 0.3585, 0.3062, -0.4202, -0.0544, 0.6502, -0.0963, 0.6637, -0.5370, 0.3989, -0.1712, -0.1109, 0.2255, 0.3116, -0.5242, 1.0172, -0.8787, 0.4145, -0.5944, 0.9228, -0.6415, -0.8550, 0.0073, -0.4967, 0.4279, 0.3411, 0.6143, 0.2840, -0.6748, 0.8374, -0.8205, 0.2850, -0.6051, 1.0648, -0.6698, -0.7916, 0.2618, -0.6243, 0.4685, 0.3470, 0.4898, 0.3388, -0.6328, 1.0908, -0.9780, 0.4059, -0.5701, 0.9307, -0.6164, -0.9480, 0.3443, -0.5702, 0.4198, 0.3574, 0.4182, 0.3537, -0.2155, 1.0969, -0.6888, 0.2506, -0.4863, 0.9728, -0.6211, -0.7961, -0.2502, -0.4722, 0.1480, 0.3332, 0.4964, 0.1979, -0.5554, 1.1476, -0.7622, 0.2951, -0.5792, 0.8664, -0.6224, -0.8950, 0.0236, -0.6266, 0.4345, 0.3515, 0.4362, 0.3617, -0.6250, 0.8983, -0.7799, 0.2245, -0.2685, 1.1249, -0.5655, -1.2233, 0.3622, -0.5797, 0.6804, -0.1594, 0.4763, 0.3574, -0.6264, 1.0064, -0.7741, -0.0215, -0.4009, 0.9173, -0.6322, -1.0143, 0.3127, -0.5633, 0.6704, 0.3290, 0.4228, 0.3634], "smiles": "CCCCCCC1=C(CN)C(=O)OC1=O.O=C1C=C(O)C(=O)C=C1O.O=C1C=C(O)C(=O)C=C1O.O=C1C=C(O)C(=O)C=C1O.O=C1C=C(O)C(=O)C=C1O.O=C1C=C(O)C(=O)C=C1O.O=C1C=C(O)C(=O)C=C1O.O=C1C=C(O)C(=O)C=C1O", "homo_energy_ev": -9.33, "charge": 0, "multiplicity": 1}


{"formula": "C3ClF6NO", "method": "ωB97M-V/def2-TZVPD", "elements": ["C", "C", "C", "N", "O", "F", "F", "F", "F", "F", "F", "Cl"], "coordinates": [[-0.01355, -0.14789, -0.03317], [-0.87778, 1.23851, 0.08037], [-0.77911, -1.47885, 0.08194], [1.23814, -0.00107, -0.15654], [2.19299, 0.69669, -0.29600], [-1.87039, 1.08530, 0.95398], [-1.34735, 1.63205, -1.11371], [-0.08785, 2.21915, 0.50676], [-0.82482, -1.77198, 1.37299], [-1.99394, -1.25019, -0.37869], [-0.14048, -2.45297, -0.52513], [4.50413, 0.23124, -0.49279]], "forces_ev_per_a": [[-0.530, 2.910, -0.232], [1.037, -1.289, -0.305], [1.879, 2.069, 0.586], [-0.511, -1.951, -0.179], [-0.718, 0.909, 0.190], [-0.053, 0.067, -0.313], [-0.205, -0.483, 0.408], [0.188, -0.104, 0.184], [-0.635, -0.566, 0.712], [-0.436, -0.785, -0.357], [-0.309, -0.536, -0.669], [0.295, -0.243, -0.026]], "mulliken_charge": [-0.2203, 0.9204, 0.9302, 0.3796, -0.5471, -0.2365, -0.2285, -0.2457, -0.2313, -0.2402, -0.2310, -0.0496], "homo_energy_ev": [-11.36, -10.64], "charge": 0, "multiplicity": 1}